[1]
Density functional theory data (ωB97M-V with the def2-TZVPD basis set) for a molecular structure, C23H33Br9O10 at a distorted geometry.

Geometry as XYZ:
```
75
Properties=species:S:1:pos:R:3:forces:R:3
O 0.982 -2.706 -2.152 0.6 -1.9 -1.0
C 0.691 -1.854 -1.398 0.0 1.4 0.7
O 0.011 -0.771 -1.863 -0.2 0.2 0.7
C -0.370 0.120 -0.796 0.5 -0.3 0.4
C 0.263 -0.506 0.521 -0.6 2.0 -0.4
C 1.104 -1.659 0.069 -0.3 -0.4 -0.6
H -1.453 0.232 -0.854 0.0 -0.5 0.6
H 0.003 1.127 -0.984 0.5 -0.2 -0.1
H -0.515 -0.691 1.262 0.1 -0.4 -0.1
H 0.922 0.259 0.931 -0.3 0.1 0.1
H 1.053 -2.540 0.709 -0.3 -0.1 -0.4
H 2.163 -1.400 0.046 0.0 0.1 -0.1
O 1.327 3.058 0.348 1.2 3.1 3.1
C 1.463 3.936 1.251 -2.9 -4.6 -3.9
O 1.145 3.584 2.526 1.0 -1.3 -1.5
C 1.157 4.711 3.299 -0.5 2.5 1.7
C 1.994 5.702 2.512 1.1 1.2 1.0
C 1.634 5.405 1.120 0.4 -0.4 -1.5
H 1.568 4.566 4.298 0.0 -0.5 -0.1
H 0.128 5.053 3.409 -0.2 0.2 0.1
H 3.021 5.383 2.689 0.3 0.3 0.0
H 1.920 6.767 2.735 -0.2 -0.2 0.5
H 2.334 5.608 0.309 0.4 0.0 0.4
H 0.727 5.900 0.773 -0.4 -0.3 0.3
O 1.429 0.442 -4.443 -2.2 1.5 -0.3
C 0.348 1.032 -4.418 2.9 -3.7 0.7
O 0.203 2.161 -3.723 0.5 1.2 -0.3
C -1.011 2.790 -4.053 -1.5 0.0 -0.8
C -1.852 1.627 -4.587 -2.7 0.0 1.4
C -0.984 0.502 -4.960 2.1 0.3 -0.7
H -1.028 3.571 -4.813 1.2 0.1 -0.2
H -1.429 3.277 -3.172 0.0 -0.4 0.2
H -2.638 1.798 -5.323 0.2 0.7 0.1
H -2.357 1.293 -3.680 -0.5 -0.2 0.0
H -0.805 0.352 -6.025 -0.3 0.1 -0.2
H -1.287 -0.466 -4.561 0.4 0.1 0.3
O 6.589 -1.940 -5.328 -1.1 -1.3 1.1
C 5.589 -2.390 -4.798 0.2 1.7 -0.4
O 5.540 -3.076 -3.615 0.5 0.0 -0.7
C 4.150 -3.316 -3.263 0.7 -1.2 0.0
C 3.432 -3.270 -4.575 -1.2 1.4 -0.6
C 4.133 -2.079 -5.215 1.3 -0.9 0.0
H 3.905 -2.579 -2.499 -0.5 0.0 -0.3
H 4.036 -4.334 -2.891 0.4 0.2 0.6
H 2.357 -3.153 -4.443 0.0 0.2 0.1
H 3.576 -4.154 -5.196 0.3 -0.2 0.3
H 3.934 -1.151 -4.679 -0.4 0.2 -0.3
H 4.092 -1.976 -6.299 -0.2 0.1 0.2
O -2.739 -3.210 4.801 0.2 2.6 0.1
C -3.104 -2.039 5.001 4.8 -2.8 -3.1
O -4.202 -1.856 5.558 -5.6 3.2 1.9
C -4.705 -0.445 5.401 1.7 0.8 0.6
C -3.414 0.393 5.071 -0.2 -1.0 -1.8
C -2.394 -0.682 4.606 -0.4 -0.5 1.4
H -5.213 -0.057 6.283 0.3 -0.8 0.4
H -5.423 -0.289 4.595 0.2 -1.0 -0.2
H -2.961 1.076 5.789 -0.6 -0.3 0.3
H -3.633 0.926 4.146 -0.2 0.7 0.4
H -1.489 -0.547 5.200 0.1 -0.5 0.0
H -2.092 -0.589 3.563 -0.3 -0.4 0.0
C -2.539 -5.383 2.057 0.2 0.4 0.4
Br -2.597 -6.711 3.515 0.1 0.4 -1.1
Br -3.414 -5.842 0.356 0.5 -0.2 0.9
Br -0.697 -4.699 1.756 -1.1 -0.5 0.1
H -3.113 -4.564 2.489 0.3 0.0 -0.3
C -5.167 -0.788 -0.139 1.4 -0.5 0.2
Br -4.332 -0.280 1.587 -0.7 -0.1 -0.5
Br -5.061 -2.772 -0.251 -0.2 1.4 -0.1
Br -4.061 0.108 -1.502 -0.9 -0.5 0.2
H -6.194 -0.431 -0.215 0.3 -0.2 0.2
C 2.972 0.935 3.173 1.3 0.0 -0.4
Br 4.191 1.989 4.363 -1.1 -0.6 -0.3
Br 1.119 0.648 3.767 1.6 -0.1 0.0
Br 4.054 -0.661 2.577 -1.2 0.7 0.6
H 3.013 1.525 2.258 -0.7 -0.1 0.3
```
Positions in Å, forces in eV/Å.

Calculated values
* Kohn-Sham gap: 8.5 eV
* charge: 0
* HOMO: -9.3 eV
* E_LUMO: -0.8 eV


[2]
Density functional theory data (ωB97M-V with the def2-TZVPD basis set) for a molecular structure, C23H33Cl2IrN4O4 at a distorted geometry.

Geometry as XYZ:
```
67
Properties=species:S:1:pos:R:3:forces:R:3
O 2.010 -0.042 -3.530 -2.8 -0.1 -2.1
C 0.906 0.238 -4.048 0.9 -0.4 2.3
C 0.425 1.637 -4.057 -0.5 0.9 -0.1
C 0.862 2.570 -3.089 0.5 -0.4 -0.4
H 1.320 2.120 -2.196 -0.1 0.8 -0.4
C 0.749 3.950 -3.323 0.3 -0.7 0.3
H 1.175 4.639 -2.577 -0.3 -0.3 -0.5
C 0.136 4.402 -4.503 -0.4 -0.5 0.7
H 0.170 5.472 -4.737 -0.3 -0.5 0.0
C -0.616 3.483 -5.255 0.3 0.0 -0.3
H -1.264 3.880 -6.051 0.4 -0.5 0.3
C -0.468 2.098 -5.035 -0.1 0.2 -0.3
H -1.025 1.350 -5.623 0.4 0.6 0.0
H 0.146 -0.565 -4.312 1.0 0.6 -0.3
C -2.770 -0.880 -0.871 -0.9 0.6 0.1
C -2.205 0.376 -0.196 0.6 -2.0 -1.2
H -3.704 -0.609 -1.392 0.1 -0.3 0.2
H -2.973 -1.671 -0.150 0.1 0.0 -0.1
H -2.095 -1.240 -1.667 0.0 0.2 0.5
C -2.661 1.585 -0.669 -0.5 1.2 0.3
C -4.078 1.937 -0.906 -0.6 0.1 -0.7
H -1.892 2.352 -0.772 -0.5 0.1 0.1
H -4.158 2.280 -1.953 -0.2 0.1 0.3
H -4.368 2.788 -0.277 0.1 0.0 -0.1
H -4.848 1.154 -0.758 0.8 0.2 0.1
Ir -0.556 0.170 0.792 2.3 0.0 1.2
Cl 0.012 2.401 0.822 -0.1 0.5 -0.3
Cl -2.576 0.212 2.086 -2.1 0.3 0.2
H 4.958 1.421 -1.863 -0.4 0.0 0.1
H 4.799 1.962 0.399 -0.2 -0.1 0.2
C 3.867 1.575 -1.913 0.1 -0.1 -0.1
C 3.720 1.811 0.523 0.0 0.2 -0.2
N 3.235 1.115 -0.665 0.1 0.2 -0.1
H 3.466 1.046 -2.787 0.2 0.3 0.6
C 2.231 0.238 -0.596 -0.6 -0.5 1.0
O 1.635 -0.096 0.476 2.3 0.4 -1.8
H 3.508 1.228 1.409 -0.1 0.0 0.1
H 1.931 -0.217 -1.564 0.3 0.4 0.6
H 3.694 2.658 -2.037 0.0 -0.4 0.1
H 3.252 2.802 0.592 0.0 -0.2 0.1
H -0.339 -5.257 1.371 -0.1 0.1 -0.1
H 1.469 -5.387 -0.729 -0.2 0.2 0.0
C -0.901 -4.685 0.621 0.0 0.2 0.1
C 0.804 -4.648 -1.200 0.2 0.1 0.0
N 0.018 -3.915 -0.209 0.4 -0.1 -0.5
H -1.586 -3.995 1.124 0.2 -0.2 -0.1
C 0.178 -2.599 -0.090 -1.2 0.5 1.1
O -0.495 -1.923 0.743 0.6 -1.7 -1.9
H 1.422 -3.929 -1.753 -0.1 -0.3 0.1
H 0.929 -2.161 -0.770 -0.4 0.0 0.3
H -1.456 -5.381 -0.018 0.1 0.1 0.1
H 0.155 -5.178 -1.912 0.1 0.2 0.3
N -1.981 -1.626 6.925 -0.3 -0.1 0.6
C -1.911 -1.775 5.574 1.5 0.1 -1.5
O -2.792 -2.318 4.906 -0.1 0.0 0.6
C -0.683 -1.192 4.926 -1.3 -1.4 -1.5
C 0.351 -0.508 5.593 1.1 0.9 1.1
C 1.270 0.205 4.822 -0.2 0.3 -1.0
C 1.093 0.305 3.429 2.0 1.4 1.9
N 0.140 -0.390 2.797 -1.1 -1.8 -0.8
C -0.593 -1.261 3.524 -0.7 0.9 0.9
H -2.797 -1.989 7.389 0.0 0.0 -0.1
H -1.227 -1.278 7.500 -0.2 -0.1 -0.4
H 0.426 -0.544 6.683 0.2 0.1 -0.4
H 2.107 0.739 5.278 -0.3 -0.1 -0.1
H 1.684 0.967 2.799 0.0 -0.1 0.4
H -1.238 -1.908 2.947 -0.2 0.1 0.3
```
Positions in Å, forces in eV/Å.

Calculated values
* Kohn-Sham gap (alpha / beta): 2.4 / 5.8 eV
* charge: 0
* multiplicity: 5
* energy relative to the best compared isomer or geometry (same formula, charge and spin): 45.3 kcal per mole
* HOMO (alpha / beta): -3.3 / -7.4 eV
* <S²>: 6.035
* E_LUMO (alpha / beta): -0.9 / -1.6 eV


[3]
Density functional theory data (ωB97M-V with the def2-TZVPD basis set) for a single C23H33ClN2O6S molecule at a distorted geometry.

Geometry as XYZ:
```
66
Properties=species:S:1:pos:R:3:forces:R:3
C -2.664 -4.533 -5.683 0.1 0.2 0.4
C -2.613 -4.423 -4.166 -0.5 -0.1 -0.2
H -2.438 -5.397 -3.705 0.0 0.1 0.0
H -3.544 -3.990 -3.786 0.2 -0.1 0.0
O -1.517 -3.610 -3.740 0.3 -0.3 0.1
C -1.700 -2.290 -3.734 0.3 0.3 0.2
O -2.732 -1.747 -4.034 -0.2 0.0 -0.1
C -0.430 -1.575 -3.320 -0.2 0.0 -0.2
C 0.563 -1.584 -4.492 0.2 -0.1 0.2
C 1.817 -0.803 -4.106 -0.2 0.2 -0.2
C 1.437 0.620 -3.706 0.7 0.0 -0.1
N 0.460 0.629 -2.637 0.4 -0.2 1.0
S 1.056 0.378 -1.096 -0.3 0.4 -0.1
O 2.368 0.947 -1.016 0.1 0.1 -0.2
O 0.896 -0.980 -0.657 -0.3 -0.1 0.0
C -0.072 1.382 -0.130 0.3 -0.2 -0.3
C -0.141 2.748 -0.323 -0.1 -0.1 0.1
C -0.943 3.519 0.511 0.2 -0.3 -0.1
C -1.649 2.937 1.548 0.0 -0.3 0.1
C -1.569 1.544 1.741 0.3 0.3 -0.5
C -0.794 0.775 0.883 -0.2 -0.2 0.2
H -0.696 -0.293 0.984 0.0 -0.1 0.1
O -2.249 1.056 2.814 0.1 0.2 0.1
C -2.255 -0.337 3.044 -0.1 -0.5 0.0
C -0.892 -0.969 3.380 -0.4 0.5 0.1
O -0.748 -2.171 3.334 -0.1 -0.3 -0.1
N 0.057 -0.095 3.746 0.2 0.4 0.2
H -0.152 0.890 3.736 -0.2 -0.1 -0.1
C 1.447 -0.469 3.921 0.3 -0.4 0.1
C 2.267 -0.148 2.664 -0.3 0.1 0.0
C 2.415 1.356 2.453 0.3 -0.1 0.1
C 3.056 2.002 3.678 -0.3 0.2 -0.1
C 2.212 1.734 4.920 0.3 -0.1 0.0
C 2.038 0.233 5.146 -0.2 0.1 0.0
H 3.013 -0.210 5.354 0.1 0.0 0.0
H 1.397 0.055 6.012 0.0 -0.1 0.0
H 2.689 2.176 5.798 -0.1 0.1 0.0
H 1.236 2.214 4.807 -0.1 0.1 0.0
H 3.158 3.078 3.523 0.1 0.0 0.0
H 4.055 1.588 3.824 0.1 0.0 0.0
H 3.018 1.533 1.562 -0.1 0.1 0.0
H 1.436 1.809 2.272 -0.1 0.1 0.0
H 3.257 -0.591 2.781 0.1 -0.1 0.0
H 1.801 -0.605 1.790 0.0 -0.1 0.0
H 1.439 -1.553 4.080 0.0 0.2 0.0
H -2.919 -0.479 3.901 0.1 0.0 -0.1
H -2.676 -0.882 2.190 0.1 0.1 0.1
C -2.490 3.752 2.478 0.0 -0.1 0.0
H -2.111 3.673 3.495 0.0 0.0 0.1
H -2.498 4.796 2.181 0.0 0.1 0.0
H -3.510 3.371 2.485 -0.1 0.0 0.1
H -0.997 4.584 0.352 0.0 0.1 0.0
Cl 0.766 3.474 -1.578 0.1 0.8 -0.2
C -0.736 -0.130 -2.916 -0.6 -0.4 0.0
H -1.352 -0.111 -2.014 -0.2 0.0 -0.2
H -1.287 0.369 -3.719 0.0 0.0 0.1
H 2.306 1.167 -3.338 0.0 0.1 -0.2
H 1.004 1.160 -4.555 0.0 0.0 0.1
H 2.519 -0.777 -4.940 0.1 0.0 0.0
H 2.302 -1.286 -3.255 0.1 0.0 0.0
H 0.817 -2.614 -4.748 0.0 0.0 -0.1
H 0.094 -1.117 -5.364 0.0 0.0 -0.1
H 0.015 -2.103 -2.472 -0.1 0.0 -0.1
H -1.722 -4.920 -6.064 0.1 -0.1 -0.1
H -3.468 -5.203 -5.973 -0.1 -0.1 -0.1
H -2.848 -3.554 -6.119 0.0 0.0 -0.1
```
Positions in Å, forces in eV/Å.

Calculated values
* Kohn-Sham gap: 9.4 eV
* charge: 0
* energy relative to the best compared isomer or geometry (same formula, charge and spin): 0.0 kcal per mole
* SMILES: CCOC(=O)[C@H]1CCCN(S(=O)(=O)c2cc(OCC(=O)NC3CCCCC3)c(C)cc2Cl)C1
* HOMO: -8.8 eV
* E_LUMO: 0.6 eV


[4]
Density functional theory data (ωB97M-V with the def2-TZVPD basis set) for a molecular structure, C23H33FeGeN5O at a distorted geometry.

Geometry as XYZ:
```
64
Properties=species:S:1:pos:R:3:forces:R:3
Fe -0.896 -1.236 -0.576 -0.9 -0.8 -1.5
O -3.137 -4.172 -1.635 -0.1 -0.1 0.2
C -2.493 -3.387 -1.016 0.4 0.5 -0.6
N -1.782 -2.317 -1.659 0.0 -0.2 0.9
C -2.166 -1.857 -2.977 0.2 0.3 0.1
C -2.543 -0.409 -2.781 0.1 -0.4 0.0
C -3.349 0.273 -3.666 0.0 0.1 0.0
C -3.734 1.571 -3.367 0.0 0.0 0.0
C -3.307 2.132 -2.170 0.0 0.0 0.0
C -2.494 1.394 -1.342 0.0 -0.1 0.1
N -2.079 0.135 -1.626 -0.2 0.4 0.1
C -2.360 -3.284 0.465 -0.1 -0.1 -0.2
C -2.904 -4.187 1.347 0.0 0.0 0.1
C -2.795 -3.921 2.711 0.0 0.0 -0.1
C -2.164 -2.756 3.120 0.0 0.1 0.0
C -1.636 -1.898 2.166 0.0 0.1 0.1
N -1.727 -2.163 0.861 0.0 -0.2 0.5
H -1.310 -1.951 -3.652 -0.1 0.0 -0.1
H -2.985 -2.450 -3.385 0.0 0.0 0.1
H -3.694 -0.214 -4.568 0.0 0.0 0.0
H -4.376 2.123 -4.041 0.0 0.0 0.0
H -3.612 3.126 -1.874 0.0 0.0 0.0
H -2.183 1.814 -0.399 0.0 0.0 0.1
H -3.414 -5.063 0.968 0.0 0.0 0.0
H -3.209 -4.606 3.439 0.0 0.0 0.0
H -2.080 -2.502 4.167 0.0 0.0 0.0
H -1.141 -0.976 2.452 0.0 0.0 0.0
N 2.368 -3.521 -1.232 0.0 0.1 0.0
C 2.209 -3.891 0.083 0.0 0.0 -0.1
C 1.174 -3.154 0.551 -0.1 0.0 0.0
N 0.700 -2.337 -0.469 0.1 -0.2 0.3
C 1.453 -2.603 -1.535 0.1 0.1 -0.1
H 3.052 -3.893 -1.877 0.0 0.0 0.0
H 2.834 -4.635 0.545 0.0 0.0 0.0
H 0.735 -3.169 1.533 0.0 0.0 0.0
H 1.368 -2.153 -2.512 -0.1 0.0 0.0
C 4.334 0.690 2.824 0.0 0.0 0.0
C 2.924 1.076 3.233 -0.1 0.1 -0.1
C 2.000 1.382 2.010 0.3 -0.1 0.1
C 1.835 0.106 1.144 -0.1 0.0 -0.4
Ge 0.576 1.041 0.020 0.6 1.0 0.3
C 1.076 2.153 -1.478 0.1 0.1 -0.2
C 1.644 3.519 -1.007 0.0 -0.2 0.0
C 0.668 4.335 -0.172 0.0 0.1 -0.1
C 1.264 5.685 0.213 0.0 -0.1 0.1
H 4.980 0.678 3.700 0.0 0.0 0.0
H 4.753 1.414 2.122 0.0 0.0 0.0
H 4.380 -0.301 2.370 0.0 0.0 0.0
H 2.927 1.981 3.841 0.0 0.0 0.0
H 2.443 0.294 3.824 0.0 0.0 0.0
H 2.462 2.201 1.443 0.0 -0.1 0.0
H 1.045 1.737 2.418 0.0 0.0 0.0
H 1.473 -0.751 1.704 -0.1 0.1 0.1
H 2.709 -0.171 0.558 0.1 0.1 0.1
H -0.697 1.338 0.828 -0.2 -0.2 -0.1
H 0.189 2.322 -2.095 0.0 -0.1 0.1
H 1.811 1.620 -2.084 0.0 -0.1 0.1
H 1.906 4.062 -1.918 0.0 0.0 0.0
H 2.588 3.371 -0.474 -0.1 0.0 0.0
H 0.379 3.788 0.740 0.1 0.0 0.0
H -0.253 4.482 -0.744 0.0 0.0 0.0
H 2.234 5.558 0.695 0.0 0.0 0.0
H 0.619 6.223 0.905 0.0 0.0 0.0
H 1.404 6.307 -0.671 0.0 0.0 0.0
```
Positions in Å, forces in eV/Å.

Calculated values
* Kohn-Sham gap (alpha / beta): 6.9 / 7.0 eV
* charge: +3
* multiplicity: 2
* energy relative to the best compared isomer or geometry (same formula, charge and spin): 16.0 kcal per mole
* HOMO (alpha / beta): -18.7 / -18.6 eV
* <S²>: 0.847
* E_LUMO (alpha / beta): -11.8 / -11.6 eV